Below is a cluster of 20 separate species, C9H58O20 in total at a distorted geometry, with properties calculated with ωB97M-V with the def2-TZVPD basis set.

Computed properties:
- Strongest force on any atom: 2.673 eV/A
- Calculated total energy: -51220.6944 eV
- LUMO level: -0.31 eV
- Charge: 0

Bonds (Å) are listed after each position.
CARTESIAN COORDINATES (ANGSTROEM)
1 H 17.938 -30.337 26.901  C57 1.090
2 C 11.409 -23.697 21.128  H17 1.090, H20 1.090, H54 1.090, O77 1.424
3 H 12.094 -27.321 22.131  O87 0.957
4 H 15.977 -21.213 27.137  C60 1.090
5 H 17.798 -26.827 21.585  C74 1.090
6 H 13.972 -24.363 28.824  O35 0.957
7 H 18.656 -23.652 26.374  O86 0.957
8 H 13.117 -20.922 20.690  C12 1.090
9 H 13.512 -22.748 23.660  O48 0.960
10 H 13.239 -21.061 25.323  O36 0.957
11 H 18.475 -28.807 20.526  O61 0.960
12 C 13.546 -20.049 21.182  H8 1.090, H63 1.090, O72 1.381, H78 1.090
13 H 13.274 -23.771 21.301  O77 0.960
14 H 14.843 -19.416 26.076  O40 0.960
15 H 16.552 -20.943 25.397  C60 1.090
16 H 11.200 -20.366 23.880  O38 0.957
17 H 11.406 -24.170 22.110  C2 1.090
18 H 15.195 -19.564 21.907  O72 0.960
19 H 15.132 -24.903 22.668  C50 1.090
20 H 11.187 -22.659 21.377  C2 1.090
21 H 16.643 -27.778 22.488  C74 1.090
22 H 19.044 -22.197 26.526  O86 0.957
23 H 18.117 -21.727 22.842  C34 1.090
24 H 18.287 -24.339 23.101  O81 0.960
25 H 14.002 -27.310 23.295  O55 0.957
26 O 16.091 -22.524 20.587  H68 0.957, H80 0.957
27 O 10.450 -25.591 24.562  H52 0.957, H65 0.957
28 H 12.275 -22.227 25.367  O36 0.957
29 O 12.457 -23.553 26.731  H39 0.957, H85 0.957
30 H 14.403 -28.623 23.932  O55 0.957
31 H 18.571 -29.204 25.716  C57 1.090
32 H 15.334 -22.198 18.963  O33 0.957
33 O 15.239 -21.893 18.060  H32 0.957, H82 0.957
34 C 18.788 -22.558 22.623  H23 1.090, H46 1.090, H76 1.090, O81 1.421
35 O 14.756 -24.631 28.344  H6 0.957, H42 0.957
36 O 12.612 -21.545 24.786  H10 0.957, H28 0.957
37 O 13.524 -26.561 26.359  H49 0.957, H59 0.957
38 O 10.468 -19.776 24.058  H16 0.957, H69 0.957
39 H 12.732 -24.453 26.904  O29 0.957
40 O 14.590 -20.331 25.932  H14 0.960, C60 1.460
41 O 16.721 -28.780 26.415  H56 0.960, C57 1.401
42 H 14.433 -25.240 27.679  O35 0.957
43 H 16.257 -24.233 19.539  O75 0.960
44 H 14.543 -24.872 24.251  C50 1.090
45 H 14.318 -24.998 18.702  C84 1.090
46 H 19.524 -22.692 23.416  C34 1.090
47 H 17.589 -25.582 25.649  C53 1.090
48 O 13.829 -23.341 22.975  H9 0.960, C50 1.426
49 H 12.834 -27.159 26.645  O37 0.957
50 C 14.862 -24.199 23.455  H19 1.090, H44 1.090, O48 1.426, H70 1.090
51 O 19.127 -25.705 24.230  C53 1.434, H79 0.960
52 H 11.136 -25.010 24.233  O27 0.957
53 C 17.956 -26.240 24.862  H47 1.090, O51 1.434, H64 1.090, H83 1.090
54 H 10.578 -24.019 20.501  C2 1.090
55 O 14.609 -27.688 23.930  H25 0.957, H30 0.957
56 H 16.353 -28.476 25.582  O41 0.960
57 C 17.673 -29.734 26.033  H1 1.090, H31 1.090, O41 1.401, H67 1.090
58 H 12.758 -26.288 21.247  O87 0.957
59 H 13.940 -27.010 25.623  O37 0.957
60 C 15.742 -21.217 26.073  H4 1.090, H15 1.090, O40 1.460, H73 1.090
61 O 17.993 -28.862 21.354  H11 0.960, C74 1.426
62 H 16.505 -27.682 20.667  C74 1.090
63 H 13.600 -19.248 20.445  C12 1.090
64 H 17.143 -26.329 24.141  C53 1.090
65 H 10.895 -26.424 24.717  O27 0.957
66 H 15.118 -26.597 18.466  C84 1.090
67 H 17.385 -30.366 25.193  C57 1.090
68 H 15.598 -21.868 21.079  O26 0.957
69 H 9.781 -20.057 23.455  O38 0.957
70 H 15.731 -23.635 23.795  C50 1.090
71 H 14.925 -25.946 20.072  C84 1.090
72 O 14.887 -20.307 21.383  C12 1.381, H18 0.960
73 H 15.481 -22.254 25.859  C60 1.090
74 C 17.166 -27.713 21.534  H5 1.090, H21 1.090, O61 1.426, H62 1.090
75 O 16.300 -24.952 18.904  H43 0.960, C84 1.393
76 H 19.246 -22.248 21.684  C34 1.090
77 O 12.694 -23.884 20.545  C2 1.424, H13 0.960
78 H 13.026 -19.526 21.985  C12 1.090
79 H 19.848 -26.325 24.366  O51 0.960
80 H 16.723 -22.871 21.216  O26 0.957
81 O 17.985 -23.716 22.436  H24 0.960, C34 1.421
82 H 14.793 -22.611 17.610  O33 0.957
83 H 18.224 -27.167 25.369  C53 1.090
84 C 15.112 -25.667 19.034  H45 1.090, H66 1.090, H71 1.090, O75 1.393
85 H 12.726 -23.065 27.510  O29 0.957
86 O 18.838 -22.982 27.033  H7 0.957, H22 0.957
87 O 12.839 -26.721 22.096  H3 0.957, H58 0.957